No. 1
DFT (ωB97M-V with the def2-TZVPD basis set) results for a structure of composition C34H86Li2N11O11.

Values from the calculation:
E: -2791.9498 hartree

The geometry in ORCA input format:
```
! wB97M-V def2-TZVPD RIJCOSX def2/J DEFGRID3
* xyz 1 1
Li -1.091 -2.138 -3.903
Li 0.598 -4.220 -1.498
C 0.480 -1.366 0.126
C -0.157 -1.144 -1.245
C 0.609 -0.253 -2.214
O -0.489 -2.380 -1.851
H 1.406 -1.911 -0.051
H -0.259 -1.835 0.776
H 0.636 -0.416 0.642
H -1.014 -0.466 -1.136
H 1.466 -0.752 -2.678
H 0.828 0.703 -1.732
H 0.028 -0.004 -3.109
C 0.330 -0.277 -6.056
O -0.366 -1.118 -5.489
N -0.029 0.537 -7.072
N 1.645 -0.063 -5.730
H 0.576 1.296 -7.311
H -0.920 0.427 -7.526
H 2.168 0.291 -6.509
H 1.983 -0.731 -5.057
C 3.584 -4.165 -0.270
O 2.598 -4.449 -0.957
N 3.718 -3.266 0.734
N 4.781 -4.793 -0.483
H 2.998 -2.581 0.900
H 4.598 -3.163 1.194
H 5.539 -4.486 0.093
H 4.900 -5.613 -1.049
C -3.815 -1.114 -3.248
O -3.028 -1.410 -4.163
N -5.078 -1.543 -3.265
N -3.428 -0.591 -2.066
H -5.506 -1.963 -4.073
H -5.763 -1.338 -2.558
H -2.455 -0.584 -1.829
H -4.122 -0.214 -1.445
C -1.838 2.833 -5.541
O -2.845 2.824 -6.235
N -0.630 3.294 -5.934
N -1.771 2.467 -4.238
H 0.086 3.518 -5.262
H -0.338 3.488 -6.874
H -2.670 2.276 -3.827
H -0.913 2.477 -3.722
C 4.305 -0.538 7.015
C 3.991 0.207 5.693
C 4.474 -0.726 4.574
C 4.029 -0.312 3.171
C 2.531 -0.081 3.014
C 1.973 0.779 4.193
N 2.562 0.397 5.503
O 1.965 1.073 6.563
C 2.259 2.262 3.881
C 0.515 0.358 4.195
C 4.749 1.601 5.666
H 3.568 -1.301 7.251
H 4.233 0.282 7.737
H 5.345 -0.832 7.143
H 5.567 -0.675 4.530
H 4.295 -1.786 4.765
H 4.420 -0.985 2.400
H 4.521 0.613 2.850
H 2.071 -1.070 2.970
H 2.408 0.414 2.050
H 1.317 2.777 3.639
H 2.594 2.862 4.721
H 2.728 2.554 2.939
H 0.421 -0.694 4.479
H 0.012 0.700 5.107
H -0.019 0.635 3.290
H 5.053 1.914 4.671
H 5.513 1.588 6.446
H 4.117 2.385 6.087
H 1.457 0.391 7.015
C -3.744 -2.625 3.135
C -3.487 -4.140 3.232
C -3.761 -4.593 4.658
C -5.258 -4.766 4.962
C -5.973 -5.732 3.963
C -5.729 -5.260 2.483
N -4.305 -4.908 2.305
O -3.795 -5.026 1.007
C -6.080 -6.447 1.578
C -6.676 -4.089 2.132
C -1.978 -4.292 3.027
H -3.545 -2.214 2.141
H -3.192 -1.986 3.830
H -4.770 -2.316 3.357
H -3.348 -5.576 4.913
H -3.346 -3.976 5.458
H -5.726 -3.798 4.772
H -5.457 -5.217 5.933
H -7.018 -5.803 4.257
H -5.471 -6.701 3.964
H -5.974 -6.087 0.554
H -5.434 -7.322 1.659
H -7.086 -6.808 1.791
H -6.494 -3.717 1.119
H -7.709 -4.421 2.236
H -6.535 -3.185 2.726
H -1.660 -3.852 2.081
H -1.901 -5.332 2.678
H -1.426 -4.222 3.958
H -4.041 -4.191 0.581
C 0.657 6.343 -4.492
C 1.851 6.253 -3.535
C 1.976 7.505 -2.682
C 0.860 7.648 -1.576
C 0.985 6.431 -0.693
C 0.979 5.107 -1.424
N 1.840 5.097 -2.598
O 1.788 3.853 -3.290
C 1.520 4.003 -0.446
C -0.517 4.770 -1.697
C 3.145 6.150 -4.383
H 0.778 7.196 -5.163
H -0.307 6.420 -3.997
H 0.641 5.511 -5.196
H 2.903 7.482 -2.102
H 2.107 8.400 -3.292
H -0.044 7.922 -2.124
H 1.043 8.557 -1.000
H 0.184 6.509 0.042
H 1.969 6.495 -0.219
H 1.459 2.974 -0.803
H 2.609 4.100 -0.501
H 1.100 4.249 0.526
H -0.640 3.797 -2.181
H -1.188 4.707 -0.841
H -0.959 5.421 -2.453
H 3.443 5.109 -4.526
H 4.067 6.458 -3.886
H 2.949 6.659 -5.324
H 2.682 3.557 -3.079
O 4.075 1.688 -2.756
H 3.167 1.413 -2.587
H 4.185 1.592 -3.708
O -2.882 -4.428 -2.008
H -2.346 -3.641 -1.838
H -2.378 -4.929 -2.655
O 2.691 -2.637 -4.374
H 1.912 -2.448 -3.840
H 2.612 -3.568 -4.606
*
```

No. 2
DFT (ωB97M-V with the def2-TZVPD basis set) results for a cluster of 8 separate species, C35H64Cl3N8O20PS in total.

Values from the calculation:
SMILES string: CCOC[C@H]1[C@@H](/C(Cl)=C(/C)Cl)[C@@](CCC(C)C)([C@@H](C)CC)S(=O)(=O)O[C@@]1(CCC(=O)Nc1ccccc1)P(O)Cl.C[N+](=O)[O-].C[N+](=O)[O-].C[N+](=O)[O-].C[N+](=O)[O-].C[N+](=O)[O-].C[N+](=O)[O-].C[N+](=O)[O-]
E: -5434.2715 hartree

The geometry in ORCA input format:
```
! wB97M-V def2-TZVPD RIJCOSX def2/J DEFGRID3
* xyz 0 1
C -4.284 5.004 -1.641
C -2.970 4.603 -2.370
O -2.087 4.085 -1.392
C -1.193 3.121 -1.850
C -0.821 2.020 -0.824
C 0.148 2.460 0.340
C 0.857 3.735 -0.069
Cl 0.170 5.355 0.095
C 2.053 3.720 -0.667
C 2.815 4.959 -1.110
Cl 2.879 2.212 -1.044
C -0.350 2.338 1.860
C 0.026 0.899 2.306
C -0.573 0.286 3.588
C -1.469 -0.969 3.317
C -0.804 -2.242 3.909
C -2.855 -0.826 4.029
C 0.091 3.478 2.798
C -0.439 3.376 4.263
C 1.600 3.826 2.914
C 2.660 2.785 2.501
S -2.180 2.390 1.746
O -2.816 2.085 3.011
O -2.637 3.661 1.242
O -2.506 1.099 0.841
C -1.955 1.042 -0.502
C -1.652 -0.456 -0.768
C -0.181 -0.898 -0.885
C 0.149 -2.197 -0.191
O -0.505 -2.706 0.676
N 1.399 -2.793 -0.628
C 1.070 -3.776 -1.642
C 0.539 -5.010 -1.250
C 0.202 -5.943 -2.237
C 0.390 -5.600 -3.575
C 0.927 -4.378 -3.964
C 1.276 -3.442 -2.984
P -3.601 1.413 -1.454
O -4.588 0.265 -0.751
Cl -3.363 0.677 -3.390
H -4.454 6.079 -1.639
H -5.124 4.437 -2.049
H -4.191 4.675 -0.602
H -3.238 3.878 -3.143
H -2.538 5.525 -2.774
H -1.627 2.611 -2.728
H -0.282 3.560 -2.290
H -0.165 1.454 -1.503
H 0.954 1.725 0.319
H 2.173 5.559 -1.753
H 3.694 4.673 -1.688
H 3.145 5.511 -0.228
H -0.282 0.249 1.477
H 1.110 0.765 2.322
H 0.253 -0.100 4.198
H -1.151 0.933 4.235
H -1.699 -1.093 2.261
H -1.023 -2.292 4.978
H -1.226 -3.127 3.430
H 0.275 -2.193 3.743
H -3.666 -0.621 3.326
H -3.100 -1.784 4.505
H -2.846 -0.077 4.822
H -0.429 4.377 2.452
H -0.079 2.497 4.795
H -0.007 4.234 4.792
H -1.514 3.528 4.343
H 1.894 4.169 3.901
H 1.766 4.702 2.277
H 2.514 2.315 1.534
H 2.738 2.017 3.278
H 3.634 3.285 2.478
H -2.160 -0.844 -1.657
H -2.087 -1.049 0.045
H 0.072 -1.043 -1.943
H 0.541 -0.152 -0.538
H 1.814 -3.227 0.190
H 0.413 -5.193 -0.191
H -0.217 -6.889 -1.919
H 0.103 -6.317 -4.336
H 1.097 -4.125 -5.000
H 1.703 -2.470 -3.192
H -4.373 -0.577 -1.180
C 4.745 -5.096 1.316
N 4.177 -3.960 2.090
O 2.981 -3.984 2.316
O 4.936 -3.084 2.435
H 3.943 -5.785 1.085
H 5.184 -4.690 0.410
H 5.500 -5.573 1.932
C 2.459 -4.343 -8.661
N 2.284 -4.662 -7.218
O 3.160 -4.323 -6.453
O 1.265 -5.247 -6.907
H 3.404 -3.827 -8.786
H 2.451 -5.282 -9.205
H 1.626 -3.713 -8.959
C -8.304 2.521 -3.157
N -8.119 3.982 -3.375
O -6.985 4.390 -3.510
O -9.121 4.663 -3.400
H -7.330 2.047 -3.157
H -8.800 2.395 -2.199
H -8.923 2.147 -3.967
C -5.117 -4.162 3.191
N -5.253 -4.351 4.660
O -4.299 -4.070 5.352
O -6.314 -4.777 5.061
H -4.123 -3.779 2.984
H -5.268 -5.129 2.720
H -5.879 -3.454 2.879
C 0.683 7.747 3.124
N 2.098 7.653 3.574
O 2.762 8.665 3.590
O 2.480 6.548 3.898
H 0.468 8.777 2.864
H 0.577 7.092 2.264
H 0.055 7.412 3.944
C 5.949 0.225 -0.415
N 7.340 0.005 0.066
O 8.088 0.959 0.077
O 7.626 -1.119 0.413
H 5.839 1.268 -0.690
H 5.794 -0.423 -1.273
H 5.277 -0.037 0.397
C 4.459 -7.831 -2.675
N 4.988 -7.205 -1.434
O 4.732 -7.739 -0.375
O 5.642 -6.193 -1.568
H 3.900 -8.718 -2.401
H 3.820 -7.099 -3.162
H 5.310 -8.083 -3.301
*
```